Arrangement 1

Density functional theory data (ωB97M-V/def2-TZVPD) for the ion C5H11O with charge -1.

Properties
**E_LUMO**: 0.153 Eh
**Net charge**: -1
**HOMO-LUMO gap**: 6.37 eV
**SMILES string**: CCCCC[O-]
**Spin multiplicity**: 1

Last column: Mulliken charge in e.
Element x y z (Å)
C 1.71105 -1.57690 -0.41190  -0.972
C 0.61452 -0.50491 -0.76169  -0.325
C -0.55627 -0.72113 0.29265  -0.848
C -1.45997 0.59953 0.50110  -0.519
C -0.73964 1.93474 0.25374  -0.713
O 0.38163 2.18002 1.03232  -0.881
H 1.38595 -2.62802 -0.58097  0.268
H 2.80576 -1.38587 -0.94608  0.242
H 1.74024 -1.31273 0.67654  0.285
H 0.10874 -0.61504 -1.73352  0.328
H 0.95581 0.48114 -0.60167  0.226
H 0.03198 -0.56803 1.21619  0.277
H -1.13044 -1.60711 0.30950  0.473
H -1.73760 0.65637 1.60451  0.330
H -2.26137 0.54798 -0.23554  0.354
H -0.32731 1.79845 -0.82560  0.187
H -1.52310 2.72152 0.21043  0.286

Arrangement 2

Density functional theory data (ωB97M-V/def2-TZVPD) for a cluster of 3 separate species, C5H11O in total.

Properties
**E_LUMO**: 0.055 Eh
**Net charge**: -1
**HOMO-LUMO gap**: 3.62 eV
**Spin multiplicity**: 1

Last column: Mulliken charge in e.
Element x y z (Å)
C 2.32384 0.31647 -1.01450  -0.414
O 3.11111 -0.52836 -0.37784  -0.869
C 0.81828 0.25251 -0.72759  -0.457
C -1.82001 -0.30251 0.85398  -0.373
C -1.95006 0.67507 1.83233  -0.912
C -2.29152 -0.39355 -0.46206  -0.404
H 2.38560 0.29657 -2.11347  0.150
H 2.61588 1.35077 -0.85071  0.141
H 0.69324 -0.58251 -0.02037  0.171
H 0.28211 1.14676 -0.29427  0.287
H 0.24273 -0.16878 -1.53595  0.060
H -1.38183 0.49186 2.73529  0.261
H -2.95047 1.13793 1.91254  0.296
H -3.53077 -1.21471 0.96490  0.181
H -1.13414 -1.06764 1.26344  0.282
H -1.69273 -0.89297 -1.20684  0.315
H -2.90163 0.44166 -0.72480  0.283

In terms of stability, arrangement 1 leads; the second structure lies 0.1969 hartree higher.

Arrangement 1

Density functional theory data (ωB97M-V/def2-TZVPD) for a cluster of 2 separate species, CH4OS2 in total.

Properties
**E_LUMO (spin up / spin down)**: -0.061 / -0.060 Eh
**HOMO-LUMO gap (spin up / spin down)**: 7.29 / 7.31 eV
**SMILES string**: O=S.CS
**Spin multiplicity**: 1

Last column: Mulliken charge in e.
Element x y z (Å)
O -2.54554 0.86929 -0.08740  -0.297
S -3.56834 -0.18404 0.05712  0.280
C 0.86339 0.30969 0.24750  -0.535
S 1.07578 -1.49424 0.04140  -0.204
H -0.17316 0.50161 0.51498  0.105
H 1.09895 0.80419 -0.68561  0.270
H 1.52624 0.64501 1.03915  0.273
H 1.72268 -1.45151 -1.12713  0.107

Arrangement 2

Density functional theory data (ωB97M-V/def2-TZVPD) for a cluster of 2 separate species, CH4OS2 in total.

Properties
**E_LUMO (spin up / spin down)**: -0.038 / -0.041 Eh
**HOMO-LUMO gap (spin up / spin down)**: 7.49 / 7.37 eV
**Spin multiplicity**: 1

Last column: Mulliken charge in e.
Element x y z (Å)
C -1.06138 -1.26154 0.75752  -0.214
O -0.10512 -2.09146 0.80231  -0.152
S 0.75542 1.55475 -0.72485  -0.289
S 0.76738 -2.53091 2.10792  -0.264
H -1.50823 -1.09824 -0.21145  0.345
H -1.41450 -0.71874 1.62463  0.280
H 1.42971 0.47185 -0.35733  0.149
H 1.78937 2.03474 -1.40493  0.144

In terms of stability, arrangement 1 leads; the second structure lies 0.0413 hartree higher.

Arrangement 1

Density functional theory data (ωB97M-V/def2-TZVPD) for a structure of composition C34H30I2N5O6S3V.

Properties
**E_LUMO (spin up / spin down)**: 0.047 / 0.054 Eh
**⟨S²⟩**: 0.76
**Net charge**: -1
**HOMO-LUMO gap (spin up / spin down)**: 6.51 / 6.81 eV
**Spin multiplicity**: 2

Last column: Mulliken spin population.
Element x y z (Å)
V -0.42162 -0.65371 -0.42684  1.067
I 2.25368 -5.74943 4.57055  0.000
C 1.74580 -4.34891 3.07123  -0.006
C 2.35207 -4.43400 1.83306  0.003
C 1.98834 -3.51234 0.87407  -0.010
I 2.82449 -3.56230 -1.05719  0.000
C 1.03688 -2.50551 1.09820  0.013
O 0.69847 -1.68937 0.16425  -0.017
C 0.43835 -2.45145 2.38306  -0.005
C -0.61742 -1.40706 2.66371  0.019
N -0.20559 -0.10852 2.16930  0.011
C 0.82958 0.53254 2.96266  0.010
C 2.02827 0.94130 2.13753  0.002
C 2.92950 1.88522 2.62258  0.000
C 4.00397 2.24450 1.83065  0.000
C 4.15498 1.64618 0.58921  0.000
C 3.22377 0.69250 0.21314  0.004
N 2.19029 0.35301 0.96458  0.000
C 0.80356 -3.37246 3.34793  0.003
H 3.07313 -5.20805 1.61665  0.000
H -0.84415 -1.40482 3.74817  0.002
H -1.53704 -1.68846 2.13463  -0.009
H -0.99855 0.51351 2.04962  -0.006
H 1.18065 -0.16657 3.73553  0.000
H 0.44676 1.42460 3.47735  0.000
H 2.78218 2.33197 3.59682  0.000
H 4.72238 2.97373 2.17731  0.000
H 4.96445 1.91590 -0.06956  0.000
H 3.30384 0.15925 -0.72525  -0.001
H 0.33772 -3.33427 4.32278  0.000
C -3.16939 4.14397 0.58323  0.000
C -2.81598 2.67099 0.55831  0.003
O -1.95897 2.22367 1.30186  -0.001
C -3.53182 1.84544 -0.41950  0.012
C -4.81477 2.17259 -0.86544  0.001
C -5.46903 1.40220 -1.79887  -0.002
C -4.83384 0.29211 -2.34495  0.001
C -3.57119 -0.05474 -1.93568  0.010
C -2.88901 0.69562 -0.95146  -0.031
O -1.70074 0.33844 -0.60705  -0.022
H -2.39659 4.69121 1.11940  0.000
H -4.11847 4.28752 1.09843  0.000
H -3.26200 4.52575 -0.43061  0.000
H -5.31183 3.03449 -0.44759  0.000
H -6.46783 1.66229 -2.11187  0.000
H -5.33706 -0.30222 -3.09436  0.000
H -3.06645 -0.91626 -2.34913  -0.003
C -1.80062 -4.90308 -1.61166  0.003
C -1.33552 -3.47405 -1.60213  0.017
S -1.91861 -2.51141 -0.26587  -0.047
C -0.62942 -2.93160 -2.61214  0.018
C -0.21913 -3.66471 -3.85625  -0.001
S -0.19990 -1.23595 -2.62660  -0.048
H -2.18223 -5.17374 -0.63145  0.000
H -0.98329 -5.57435 -1.87326  -0.001
H -2.60688 -5.02174 -2.33726  0.000
H -0.64834 -4.66122 -3.90649  0.000
H 0.86660 -3.74494 -3.90443  0.001
H -0.54716 -3.09510 -4.72368  0.000
O 4.61355 4.56776 -6.23207  0.000
S 5.06190 5.81245 -5.63661  0.000
O 4.85951 6.98884 -6.45947  0.000
O 6.34770 5.73863 -4.95134  0.000
C 3.99980 6.05786 -4.16055  0.000
N 4.02418 7.25895 -3.60784  0.000
C 3.36123 7.41140 -2.47905  0.000
C 2.64197 6.37927 -1.88880  0.000
C 2.70810 5.13962 -2.52701  0.000
N 3.40315 5.00043 -3.65570  0.000
C 2.01895 3.93438 -2.03765  -0.001
C 1.95136 2.81180 -2.86312  0.000
C 1.26450 1.69414 -2.42344  0.002
N 0.66044 1.62246 -1.24159  0.001
C 0.73186 2.68334 -0.44959  0.010
C 1.39716 3.84829 -0.79231  -0.001
H 3.39658 8.40004 -2.03244  0.000
H 2.05925 6.54420 -0.99603  0.000
H 2.43876 2.84468 -3.82425  0.000
H 1.18212 0.81957 -3.05559  -0.003
H 0.22184 2.60090 0.50080  0.003
H 1.43350 4.66653 -0.09029  0.000

Arrangement 2

Density functional theory data (ωB97M-V/def2-TZVPD) for a structure of composition C34H30I2N5O6S3V.

Properties
**E_LUMO (spin up / spin down)**: 0.051 / 0.064 Eh
**⟨S²⟩**: 0.79
**Net charge**: -1
**HOMO-LUMO gap (spin up / spin down)**: 6.68 / 7.08 eV
**Spin multiplicity**: 2

Last column: Mulliken spin population.
Element x y z (Å)
V -0.74954 1.43553 0.30800  1.247
I -0.14588 -1.40778 7.32758  0.000
C -0.20500 -0.33655 5.53492  -0.003
C 0.51005 0.84446 5.41915  0.002
C 0.44795 1.54409 4.22850  -0.003
I 1.45708 3.35457 4.03962  0.000
C -0.30719 1.08990 3.13911  0.012
O -0.35790 1.84814 2.04951  -0.021
C -1.04365 -0.09809 3.28828  -0.012
C -1.97019 -0.61982 2.20911  0.013
N -2.52515 0.42889 1.33971  -0.008
C -3.69692 1.14626 1.89387  -0.002
C -3.41454 2.10281 3.02970  0.000
C -3.36100 3.47750 2.83657  0.001
C -3.06703 4.29087 3.91830  0.000
C -2.85239 3.70880 5.15582  0.000
C -2.97734 2.33192 5.26163  0.000
N -3.26586 1.54454 4.23178  0.000
C -0.97929 -0.79563 4.48457  0.004
H 1.10366 1.22028 6.24043  0.000
H -2.77887 -1.18479 2.68529  0.002
H -1.43567 -1.31370 1.56024  -0.009
H -2.85051 -0.00159 0.47999  0.004
H -4.42059 0.41520 2.27141  0.001
H -4.14377 1.68124 1.05591  -0.001
H -3.50602 3.89441 1.85173  -0.001
H -2.99632 5.36348 3.79049  0.000
H -2.60531 4.30226 6.02567  0.000
H -2.84254 1.83554 6.21703  0.000
H -1.56760 -1.69746 4.60129  0.000
C 2.01267 -2.01463 0.65735  0.000
C 0.82172 -1.23449 0.21534  0.002
O 0.65272 -0.10318 0.69557  -0.028
C -0.13137 -1.81399 -0.72385  0.017
C -0.05900 -3.17386 -1.05124  0.005
C -0.96364 -3.74030 -1.92668  -0.004
C -1.95776 -2.94383 -2.48505  0.003
C -2.04902 -1.59521 -2.18182  -0.010
C -1.13525 -1.00749 -1.30221  -0.001
O -1.24300 0.29552 -1.06531  -0.031
H 2.66486 -1.36990 1.24082  0.000
H 2.53095 -2.44930 -0.19399  0.001
H 1.69920 -2.87328 1.25641  0.000
H 0.70600 -3.80514 -0.61979  0.000
H -0.85647 -4.78378 -2.16577  0.000
H -2.67196 -3.37606 -3.17615  0.000
H -2.80374 -0.96041 -2.62892  -0.001
C -2.00264 4.80571 -2.56404  0.004
C -1.20919 3.88806 -1.67523  -0.005
S -2.11660 3.13223 -0.37810  -0.090
C 0.10947 3.66449 -1.79265  0.009
C 0.98435 4.27341 -2.85434  -0.002
S 0.93353 2.58417 -0.68580  -0.095
H -2.97503 4.36751 -2.79104  0.001
H -1.49107 4.99272 -3.50691  0.000
H -2.18386 5.76735 -2.07447  -0.002
H 0.61045 5.24106 -3.18885  0.000
H 1.04989 3.60196 -3.71449  0.000
H 1.99305 4.42191 -2.46603  0.000
O 1.23395 -6.00479 -2.01332  0.000
S 2.43322 -5.88101 -1.20462  0.000
O 3.23118 -7.07532 -1.07887  0.000
O 2.20930 -5.14526 0.04097  0.000
C 3.45147 -4.66091 -2.09474  0.000
N 4.76232 -4.84457 -2.18280  0.000
C 5.45434 -3.84799 -2.72863  0.000
C 4.87182 -2.66758 -3.15228  0.000
C 3.49147 -2.57717 -3.00746  0.000
N 2.78579 -3.58637 -2.51158  0.000
C 2.72556 -1.35893 -3.36964  0.000
C 1.43669 -1.46866 -3.86651  -0.001
C 0.75908 -0.31139 -4.21212  0.000
N 1.25602 0.91687 -4.06650  0.000
C 2.47352 1.01296 -3.53673  0.000
C 3.24940 -0.08483 -3.19017  -0.001
H 6.52476 -4.00292 -2.82331  0.000
H 5.45639 -1.86819 -3.58603  0.000
H 0.97806 -2.44276 -3.97491  0.000
H -0.23969 -0.37422 -4.63089  0.000
H 2.84970 2.01776 -3.37464  0.001
H 4.23384 0.05872 -2.76322  0.000

In terms of stability, arrangement 2 leads; the second structure lies 0.1051 hartree higher.

Arrangement 1

Density functional theory data (ωB97M-V/def2-TZVPD) for a structure of composition C4HN3O.

Properties
**E_LUMO**: -0.084 Eh
**HOMO-LUMO gap**: 8.96 eV
**Spin multiplicity**: 1

Last column: Mulliken charge in e.
Element x y z (Å)
C -0.34898 0.80044 -0.16155  0.516
C -1.86361 -0.73386 0.05856  -0.047
C 0.29954 -0.58955 -0.00628  0.721
C 1.68890 -0.43714 -0.17565  0.094
H -2.97133 -1.19201 0.79964  0.314
N -1.84643 0.50747 -0.32014  -0.345
N -0.51295 -1.44859 0.12851  -0.450
N 2.81564 -0.27363 0.02625  -0.354
O 0.14030 1.93199 0.25845  -0.450

Arrangement 2

Density functional theory data (ωB97M-V/def2-TZVPD) for a structure of composition C4HN3O.

Properties
**E_LUMO**: -0.087 Eh
**HOMO-LUMO gap**: 8.33 eV
**Spin multiplicity**: 1

Last column: Mulliken charge in e.
Element x y z (Å)
C 0.43059 -0.35168 0.46965  0.820
C -0.93746 -0.61877 1.17272  -0.068
C 0.14326 -0.05137 -0.90524  0.330
C 1.11521 0.62801 -1.77350  -0.075
H -1.13811 -0.63233 2.50248  0.309
N -1.83534 -0.37065 0.29344  -0.317
N -1.09495 -0.22906 -0.98685  -0.278
N 1.90572 1.81211 -1.92131  -0.259
O 1.41109 -0.18625 1.14862  -0.461

In terms of stability, arrangement 1 leads; the second structure lies 0.1093 hartree higher.

Arrangement 1

Density functional theory data (ωB97M-V/def2-TZVPD) for a cluster of 2 separate species, C2H3ClN2 in total.

Properties
**E_LUMO (spin up / spin down)**: 0.021 / -0.193 Eh
**⟨S²⟩**: 2.02
**HOMO-LUMO gap (spin up / spin down)**: 8.69 / 6.13 eV
**Spin multiplicity**: 3

Last column: Mulliken spin population.
Element x y z (Å)
C -1.31662 0.00533 1.41787  0.014
C -0.41305 0.24911 0.34218  0.625
N -2.02320 -0.12572 2.31134  0.478
N -0.03932 -0.51655 -0.58338  0.896
Cl 2.68548 0.54794 -1.81488  0.009
H 0.02998 1.24537 0.37620  0.018
H 1.54065 0.03944 -1.44707  -0.007
H -0.46392 -1.44492 -0.60225  -0.034

Arrangement 2

Density functional theory data (ωB97M-V/def2-TZVPD) for the molecule C2H3ClN2.

Properties
**E_LUMO (spin up / spin down)**: 0.021 / -0.054 Eh
**⟨S²⟩**: 2.02
**HOMO-LUMO gap (spin up / spin down)**: 5.56 / 9.33 eV
**Spin multiplicity**: 3

Last column: Mulliken spin population.
Element x y z (Å)
C -0.11057 -0.20627 -0.27834  0.603
C -1.47793 0.12174 -0.03061  -0.021
N 1.07843 -0.43297 -0.03805  0.076
N 2.55047 -0.77163 0.18347  0.802
Cl 3.45504 0.63946 0.03199  0.442
H -1.52289 1.14657 0.34437  0.034
H -1.90239 -0.54130 0.72954  0.049
H -2.07017 0.04441 -0.94238  0.015

In terms of stability, arrangement 1 leads; the second structure lies 0.0750 hartree higher.